Entry 1:
Density functional theory data (the ωB97M-V functional and the def2-TZVPD basis) for a cluster of 13 separate species, C52H143N13O13 in total in a non-equilibrium geometry.

Computed properties:
LUMO in Ha: 0.016
Energy relative to the best compared isomer or geometry (same formula, charge and spin) in eV: 8.089
F_max in eV/A: 4.268
Orbital gap in eV: 8.627

Structure (ORCA input):
```
! RIJCOSX wB97M-V def2-TZVPD def2/J DEFGRID3
* xyz 0 1
C 17.5510 -18.4550 15.9515
C 16.6609 -18.1366 17.2023
C 15.2300 -17.6350 16.8914
O 15.2803 -16.3392 16.1727
C 13.8856 -15.8764 15.9419
N 16.5395 -19.3399 17.9985
H 18.4989 -18.7468 16.4038
H 17.6998 -17.6234 15.2628
H 17.1177 -19.2719 15.3743
H 17.0959 -17.3735 17.8477
H 14.7754 -17.5077 17.8739
H 14.6570 -18.4087 16.3805
H 13.3904 -16.5105 15.2065
H 13.9493 -14.8468 15.5897
H 13.2335 -15.9110 16.8147
H 17.4088 -19.8056 18.2170
H 16.0848 -19.9917 17.3752
C 20.7514 -21.6278 17.9288
C 19.2591 -21.7549 17.7161
C 18.8116 -23.1662 17.5185
O 17.4202 -23.3422 17.7178
C 16.9351 -24.6613 17.4020
N 18.6935 -21.2961 18.9946
H 20.9192 -21.9632 18.9523
H 21.2036 -20.6368 17.8896
H 21.3545 -22.3016 17.3202
H 18.8788 -21.0944 16.9368
H 19.3410 -23.9227 18.0978
H 19.0808 -23.3039 16.4713
H 16.0416 -24.5445 16.7888
H 16.6246 -25.2096 18.2915
H 17.5938 -25.3711 16.9016
H 19.2214 -21.5185 19.8264
H 17.9454 -21.9557 19.1539
C 11.8329 -28.7768 14.4974
C 10.9111 -27.5591 14.5648
C 10.7966 -26.6925 13.1997
O 12.0929 -26.2055 13.0119
C 12.4130 -26.0844 11.6057
N 9.5590 -27.9675 15.1098
H 12.9068 -28.6392 14.3717
H 11.5034 -29.2167 13.5561
H 11.6767 -29.4042 15.3749
H 11.3158 -26.7280 15.1425
H 10.1328 -25.8352 13.3116
H 10.5062 -27.3321 12.3662
H 11.7403 -25.3624 11.1427
H 12.2148 -26.9814 11.0189
H 13.4816 -25.9262 11.4606
H 9.0199 -27.1134 15.1179
H 9.1298 -28.6151 14.4644
C 12.6787 -23.9750 23.2821
C 13.2034 -23.0736 24.4592
C 12.9528 -21.5350 24.3782
O 14.1366 -20.9042 23.9303
C 15.1555 -20.7712 24.9002
N 12.5928 -23.5084 25.7148
H 12.4270 -23.3495 22.4256
H 11.7568 -24.4945 23.5436
H 13.2972 -24.8086 22.9493
H 14.2826 -23.2010 24.3744
H 12.6903 -21.0785 25.3325
H 12.1078 -21.3995 23.7030
H 15.8614 -21.6016 24.9025
H 14.7271 -20.7367 25.9019
H 15.7013 -19.9052 24.5256
H 11.7135 -23.1561 26.0653
H 13.2809 -23.4220 26.4491
C 6.3818 -21.7914 23.3176
C 7.8211 -22.4160 23.2585
C 8.1734 -23.2900 22.0999
O 9.4638 -23.7894 21.9865
C 9.7239 -24.3600 20.6755
N 8.7374 -21.2638 23.2499
H 5.7241 -22.6606 23.3125
H 6.1445 -21.1796 22.4473
H 6.1053 -21.3301 24.2656
H 8.0742 -22.9461 24.1766
H 8.1394 -22.6730 21.2020
H 7.3836 -24.0235 21.9377
H 8.8136 -24.8741 20.3670
H 10.5746 -25.0337 20.5722
H 9.8655 -23.6199 19.8879
H 8.6714 -20.7566 22.3789
H 9.6613 -21.6456 23.1058
C 13.3798 -29.0276 24.5641
C 14.1782 -28.3961 23.4527
C 13.5490 -28.2202 22.0327
O 14.5496 -28.1822 21.0456
C 15.2644 -26.8996 21.0010
N 14.7988 -27.2042 24.0248
H 13.9680 -29.4230 25.3922
H 12.8061 -29.8905 24.2260
H 12.5489 -28.3472 24.7509
H 14.9892 -29.0733 23.1847
H 12.9561 -27.3185 21.8795
H 12.9064 -29.0732 21.8144
H 16.0639 -26.8296 21.7386
H 14.6758 -26.0091 21.2217
H 15.7188 -26.8554 20.0113
H 14.0306 -26.6135 24.3098
H 15.2534 -27.4594 24.8899
C 21.9505 -16.9487 18.4215
C 21.2817 -17.1967 19.7773
C 19.7465 -17.1783 19.6632
O 19.2139 -17.7250 20.8824
C 17.8800 -18.1776 20.8343
N 21.6702 -18.4860 20.2814
H 21.6342 -15.9909 18.0084
H 21.6862 -17.7437 17.7242
H 23.0365 -16.9844 18.5080
H 21.5266 -16.5081 20.5859
H 19.4304 -17.7944 18.8214
H 19.5298 -16.1558 19.3537
H 17.8074 -19.1982 20.4586
H 17.1747 -17.5458 20.2944
H 17.4797 -18.2624 21.8446
H 21.7120 -18.4207 21.2884
H 20.7712 -18.9396 20.3604
C 17.4659 -23.7051 21.5925
C 18.3557 -24.0088 22.8104
C 19.6506 -23.0948 23.0505
O 20.3326 -22.7978 21.8258
C 21.7446 -22.6433 22.0263
N 17.5590 -23.9586 23.9502
H 17.8331 -24.1880 20.6870
H 17.5551 -22.6574 21.3053
H 16.4416 -24.0480 21.7383
H 18.6743 -25.0290 22.5964
H 20.4318 -23.5207 23.6802
H 19.3142 -22.1170 23.3952
H 22.1987 -23.6134 22.2287
H 21.9036 -21.8525 22.7595
H 22.0898 -22.2313 21.0781
H 17.0249 -23.1029 23.9002
H 16.8076 -24.6314 23.8972
C 14.5016 -21.3282 20.6077
C 14.2012 -22.0529 19.2464
C 13.2000 -23.1889 19.3713
O 12.9100 -23.7168 18.0416
C 12.7735 -25.1045 17.8676
N 13.8550 -20.9259 18.3816
H 15.3410 -20.6329 20.6092
H 14.6889 -21.9600 21.4759
H 13.6263 -20.7033 20.7852
H 15.1748 -22.4325 18.9367
H 12.2235 -22.8315 19.6980
H 13.5596 -23.9873 20.0204
H 12.2164 -25.2197 16.9378
H 12.2163 -25.6240 18.6472
H 13.7202 -25.6436 17.8317
H 14.6199 -20.3196 18.1219
H 13.5562 -21.2926 17.4892
C 13.5814 -20.5422 13.6976
C 13.1985 -21.8383 14.3454
C 13.4662 -22.9713 13.3455
O 12.9087 -22.7681 12.0229
C 11.5276 -22.4542 11.9480
N 13.9247 -22.0820 15.5977
H 12.8581 -19.7805 13.9887
H 13.6362 -20.5334 12.6090
H 14.5897 -20.2308 13.9705
H 12.1674 -21.9501 14.6806
H 13.1079 -23.9439 13.6830
H 14.5302 -23.1969 13.2739
H 11.2455 -22.5622 10.9007
H 11.2674 -21.4468 12.2730
H 10.9152 -23.1402 12.5332
H 14.8737 -22.2980 15.3278
H 13.6357 -22.9908 15.9304
C 9.5168 -18.0310 13.9602
C 8.9561 -17.6746 15.3920
C 10.0327 -17.2727 16.4218
O 11.0934 -18.2553 16.6348
C 10.6932 -19.5851 16.8027
N 7.9948 -16.5912 15.0077
H 10.1659 -17.2229 13.6228
H 8.7862 -18.2239 13.1747
H 10.1231 -18.9352 14.0149
H 8.5580 -18.5818 15.8465
H 9.5881 -16.9361 17.3583
H 10.4961 -16.4003 15.9610
H 11.5346 -20.2119 17.0982
H 10.6264 -20.1881 15.8971
H 9.8318 -19.7445 17.4514
H 7.4120 -16.8480 14.2238
H 7.3266 -16.4052 15.7418
C 4.6064 -24.1922 18.4783
C 5.5837 -22.9809 18.7606
C 6.7811 -22.8802 17.8119
O 7.5817 -24.0062 17.7553
C 8.7532 -23.9438 16.9065
N 4.7645 -21.8629 18.5254
H 5.2006 -25.0700 18.2245
H 3.9425 -24.0392 17.6275
H 3.8988 -24.4252 19.2741
H 5.9468 -23.0121 19.7879
H 7.3129 -21.9769 18.1109
H 6.4434 -22.6605 16.7991
H 9.5579 -24.6257 17.1813
H 9.3418 -23.0268 16.8777
H 8.3731 -24.1608 15.9082
H 3.9327 -21.9570 19.0904
H 4.3602 -21.8648 17.5998
C 13.2022 -18.5441 22.4914
C 13.2001 -17.2335 21.5814
C 14.1030 -16.1221 22.1495
O 13.4870 -15.6795 23.2487
C 14.2187 -14.7909 24.1001
N 13.7314 -17.6612 20.3309
H 12.4855 -19.3109 22.1974
H 12.8845 -18.3309 23.5121
H 14.2394 -18.8760 22.4465
H 12.1744 -16.9032 21.4176
H 14.1558 -15.2502 21.4976
H 15.1147 -16.5212 22.2229
H 13.4783 -14.3931 24.7941
H 14.6439 -13.9172 23.6063
H 14.8764 -15.2269 24.8521
H 14.6451 -18.0882 20.3861
H 13.0622 -18.3499 20.0179
*
```

Atom charges from the Löwdin analysis, given in e for atoms 1 to 6: number 1, C, carries -0.04; number 2, C, carries -0.41; number 3, C, carries -0.17; number 4, O, carries -0.19; number 5, C, carries -0.08; number 6, N, carries 0.05

---

Entry 2:
Density functional theory data (the ωB97M-V functional and the def2-TZVPD basis) for a structure of composition C38H43Br4N2O5OsP in a non-equilibrium geometry.

Computed properties:
LUMO (spin up / spin down) in Ha: -0.057 / -0.082
Energy relative to the best compared isomer or geometry (same formula, charge and spin) in eV: 0.000
F_max in eV/A: 1.446
Orbital gap (spin up / spin down) in eV: 6.495 / 5.646

Structure (ORCA input):
```
! RIJCOSX wB97M-V def2-TZVPD def2/J DEFGRID3
* xyz 0 1
Os 0.5406 -1.2134 -0.2699
O 4.7416 1.9263 -1.7854
C 4.0338 1.7847 -2.9175
C 4.4934 2.4600 -4.0484
C 3.8290 2.3447 -5.2512
C 2.6891 1.5517 -5.3609
C 2.2191 0.8967 -4.2455
C 2.8668 1.0051 -3.0120
C 2.3032 0.3018 -1.8535
O 1.1208 -0.2139 -1.9523
N 3.0055 0.2448 -0.7519
N 2.3824 -0.5283 0.1995
C 3.1152 -0.9926 1.1468
C 2.6434 -1.8530 2.2032
C 3.5902 -2.2722 3.1515
C 3.2494 -3.0794 4.2115
C 1.9230 -3.4844 4.3551
C 0.9692 -3.0815 3.4493
C 1.3051 -2.2743 2.3529
O 0.3092 -1.9222 1.5439
H 4.3438 1.3417 -1.1046
H 5.3859 3.0615 -3.9503
H 4.2055 2.8719 -6.1171
H 2.1784 1.4503 -6.3074
H 1.3423 0.2684 -4.3057
H 4.1656 -0.7190 1.1372
H 4.6145 -1.9439 3.0293
H 3.9988 -3.3926 4.9240
H 1.6382 -4.1191 5.1827
H -0.0633 -3.3871 3.5461
Br 0.9085 -7.7767 -2.6048
C 0.3291 -6.0367 -2.1845
C -0.9997 -5.6579 -2.4389
Br -2.2041 -6.8818 -3.2096
C -1.4269 -4.3849 -2.1185
Br -3.1763 -3.7756 -2.4223
C -0.5482 -3.4772 -1.5155
O -0.9054 -2.2428 -1.1903
C 0.7930 -3.8446 -1.2875
O 1.5823 -2.9181 -0.8068
C 1.2177 -5.1383 -1.6256
Br 3.0105 -5.5472 -1.2625
C -0.9562 1.9570 -3.5000
C -0.3305 2.6664 -2.2835
C -1.3446 2.8570 -1.1668
C -1.9727 1.5380 -0.7104
C -2.4450 0.6896 -1.9193
C -2.3780 1.4756 -3.2260
P -0.9612 0.5321 0.4785
C -2.2573 -0.3466 1.4833
C -3.2414 -1.1884 0.6653
C -3.8440 -2.2694 1.5698
C -4.0520 -1.7591 3.0038
C -4.3046 -0.2565 2.9807
C -3.0548 0.4963 2.4924
C -0.2235 1.7238 1.7092
C -1.1181 2.8926 2.2067
C -0.4038 4.2457 2.2046
C 0.9373 4.1877 2.9299
C 1.7972 3.0098 2.4252
C 1.1420 2.2594 1.2687
H -0.3510 1.0896 -3.7558
H -0.9491 2.6123 -4.3728
H 0.0850 3.6335 -2.5716
H 0.5033 2.0738 -1.9034
H -2.1577 3.4979 -1.5218
H -0.9032 3.3877 -0.3274
H -2.8504 1.7972 -0.1024
H -3.4639 0.3443 -1.7488
H -1.8328 -0.2081 -2.0267
H -3.0737 2.3190 -3.1901
H -2.7153 0.8409 -4.0473
H -1.6367 -1.0395 2.0564
H -2.7817 -1.6531 -0.2028
H -4.0309 -0.5339 0.2853
H -3.1895 -3.1445 1.5737
H -4.7960 -2.5966 1.1462
H -3.1651 -1.9598 3.6125
H -4.8770 -2.2894 3.4809
H -4.5911 0.1182 3.9647
H -5.1494 -0.0534 2.3171
H -2.4177 0.7235 3.3518
H -3.3634 1.4548 2.0673
H -0.0340 1.0536 2.5612
H -1.4422 2.6814 3.2280
H -2.0326 2.9834 1.6190
H -1.0580 4.9857 2.6706
H -0.2458 4.5915 1.1806
H 0.7621 4.0935 4.0039
H 1.4655 5.1322 2.7899
H 1.9614 2.2932 3.2353
H 2.7864 3.3545 2.1196
H 1.7947 1.4474 0.9655
H 1.0406 2.9078 0.3964
*
```

Atom charges from the Löwdin analysis, given in e for atoms 1 to 6: number 1, Os, carries 1.52; number 2, O, carries 0.06; number 3, C, carries -0.26; number 4, C, carries -0.01; number 5, C, carries -0.07; number 6, C, carries -0.08

---

Entry 3:
Density functional theory data (the ωB97M-V functional and the def2-TZVPD basis) for a structure of composition C3H6Cl6F12P2V in a non-equilibrium geometry.

Computed properties:
LUMO (spin up / spin down) in Ha: -0.039 / -0.015
Energy relative to the best compared isomer or geometry (same formula, charge and spin) in eV: 0.000
F_max in eV/A: 4.258
Orbital gap (spin up / spin down) in eV: 9.227 / 11.318

Structure (ORCA input):
```
! RIJCOSX wB97M-V def2-TZVPD def2/J DEFGRID3
* xyz 0 4
V -0.4780 0.0757 -0.0040
P -3.1401 -0.6048 1.0621
F -3.6973 -0.0487 2.4603
F -2.7918 0.8539 0.4692
F -1.6386 -0.6733 1.7428
F -2.3444 -1.2646 -0.2508
F -3.4053 -2.1226 1.6041
F -4.5786 -0.6208 0.3934
P 0.2424 1.9431 -2.1717
F 1.5876 1.7388 -3.0176
F 0.6625 3.3818 -1.6301
F -0.4899 2.4796 -3.4681
F -1.1150 2.0143 -1.2287
F -0.2384 0.4336 -2.5014
F 1.0179 1.3058 -0.8333
C 0.9874 3.4212 1.8450
Cl -0.3573 2.2284 1.5356
Cl 2.5395 2.8571 1.2704
H 0.7534 4.3616 1.3607
H 1.0325 3.5436 2.9202
C 0.7269 -3.1195 -2.7139
Cl 0.3719 -2.1446 -1.2465
Cl 0.5296 -2.1817 -4.1868
H 1.7412 -3.4921 -2.6425
H 0.0215 -3.9395 -2.6487
C 2.5101 -2.0590 2.4504
Cl 1.4683 -0.7874 1.7788
Cl 2.0414 -3.6790 2.0350
H 3.5190 -1.9012 2.0825
H 2.5214 -1.9995 3.5339
*
```

Atom charges from the Löwdin analysis, given in e for atoms 1 to 6: number 1, V, carries 0.69; number 2, P, carries 0.20; number 3, F, carries -0.11; number 4, F, carries -0.17; number 5, F, carries -0.25; number 6, F, carries -0.23